[1]
Density functional theory data (ωB97M-V with the def2-TZVPD basis set) for 2 unconnected molecules or ions with the total composition C2H6N2O3.

The geometry in XYZ format:
```
13
Properties=species:S:1:pos:R:3:forces:R:3:mulliken_charge:R:1
C 0.136 -0.364 -1.025 2.196 -1.906 2.520 -1.27
C -0.016 -0.330 0.535 -0.320 -2.606 -2.007 0.01
N -0.863 0.786 0.895 0.214 -1.540 2.822 -0.31
N -1.921 0.060 2.433 0.641 1.704 -1.950 0.82
O -2.256 -1.083 2.340 0.081 0.672 0.544 -0.47
O -2.208 0.968 3.170 0.242 -1.531 -0.452 -0.48
O -0.065 1.650 1.632 -0.106 -0.864 -0.658 -0.31
H 0.426 0.575 -1.279 1.228 2.605 -1.356 0.40
H 0.949 -1.123 -1.182 -0.624 0.844 -0.273 0.32
H -0.687 -0.636 -1.584 -2.064 -0.642 -0.795 0.37
H -0.518 -1.339 0.627 0.154 1.221 1.081 0.26
H 1.035 -0.405 0.920 -1.282 0.641 0.392 0.30
H -0.370 2.475 1.292 -0.360 1.401 0.133 0.35
```
Positions in Å, forces in eV/Å.

As for the charge: 0. The calculation puts the lowest unoccupied orbital energy (spin up / spin down) at -0.01291 / -0.01282 hartree. Its energy above the lowest of the compared OMol25 structures with the same formula, charge and spin is 182.4 kcal/mol. As for the spin multiplicity: 1. The value obtained for the highest occupied orbital energy (spin up / spin down) is -0.3432 / -0.3432 Eh.


[2]
Density functional theory data (ωB97M-V with the def2-TZVPD basis set) for a molecular structure, C4H6LiMgO2.

The geometry in XYZ format:
```
14
Properties=species:S:1:pos:R:3:forces:R:3:mulliken_charge:R:1
O 1.218 0.299 0.807 -0.239 -0.861 -0.519 -0.82
C 0.802 1.319 1.601 -1.547 0.931 0.696 0.42
C -0.019 2.337 1.137 1.933 -0.546 -0.127 -1.11
Mg 1.013 -0.454 2.653 0.028 1.222 -0.853 0.82
Li -0.334 0.269 -0.223 0.240 0.401 0.357 0.87
H 0.022 2.618 0.071 -0.078 -0.142 0.159 0.28
H -0.339 3.145 1.799 -0.014 -0.445 -0.131 0.27
C -1.823 -0.732 1.716 -1.589 2.085 0.149 -0.06
C -2.073 0.623 1.699 -0.325 -2.612 1.328 -0.63
O -0.865 -1.232 2.623 1.031 -0.205 0.566 -0.30
H -2.578 -1.468 1.433 0.678 0.033 -0.722 0.40
H -2.910 0.962 1.084 0.427 0.105 0.143 0.28
H -1.717 1.203 2.554 -0.032 0.125 -0.921 0.28
H -1.179 -1.915 3.224 -0.511 -0.093 -0.125 0.31
```
Positions in Å, forces in eV/Å.

As for the charge: +1. The calculation puts the lowest unoccupied orbital energy at -0.18710 hartree. Its energy above the lowest of the compared OMol25 structures with the same formula, charge and spin is 0.0 kcal/mol. As for the spin multiplicity: 1. The value obtained for the highest occupied orbital energy is -0.4160 Eh.


[3]
Density functional theory data (ωB97M-V with the def2-TZVPD basis set) for C3H7NO2S in the gas phase.

The geometry in XYZ format:
```
14
Properties=species:S:1:pos:R:3:forces:R:3:mulliken_charge:R:1
N 0.442 -0.758 -1.498 1.287 0.607 1.124 -0.67
C -0.027 0.338 -0.571 -1.340 -0.639 -0.462 0.36
C 0.671 0.464 0.834 -0.228 0.090 -0.215 -0.79
S 2.387 -0.091 0.881 0.963 0.472 -0.144 -0.22
C -1.615 -0.031 -0.255 0.048 -2.590 0.186 0.33
O -2.135 -1.169 -0.379 1.953 4.596 0.521 -0.54
O -2.203 1.043 0.370 2.006 -0.168 -1.372 -0.42
H 0.793 -1.548 -0.913 -0.994 0.602 -0.410 0.22
H 1.349 -0.512 -1.941 -0.980 0.436 0.278 0.32
H 0.096 1.404 -0.993 -0.553 -1.996 -0.011 0.30
H 0.231 -0.080 1.663 -0.720 0.026 -0.205 0.33
H 0.637 1.554 1.076 0.396 -0.957 0.155 0.36
H 2.299 -1.437 0.797 -0.494 0.352 0.062 0.10
H -2.925 0.823 0.928 -1.344 -0.832 0.492 0.33
```
Positions in Å, forces in eV/Å.

As for the charge: 0. The calculation puts the lowest unoccupied orbital energy at 0.02205 hartree. Its energy above the lowest of the compared OMol25 structures with the same formula, charge and spin is 35.1 kcal/mol. As for the spin multiplicity: 1. The value obtained for the highest occupied orbital energy is -0.3490 Eh. The structure (SMILES) is N[C@H](CS)C(=O)O.


[4]
Density functional theory data (ωB97M-V with the def2-TZVPD basis set) for C4H10O in the gas phase.

The geometry in XYZ format:
```
15
Properties=species:S:1:pos:R:3:forces:R:3:mulliken_charge:R:1
C 0.937 -1.407 -0.458 0.172 -3.385 2.423 -1.23
C 0.557 -0.691 0.868 1.018 -0.752 1.370 -0.31
C -0.642 0.168 0.587 -2.464 -0.781 -0.261 -0.34
C -0.363 1.282 -0.454 0.466 -0.950 -1.061 -0.36
O -1.552 1.864 -1.021 0.374 0.378 1.008 -0.52
H 0.113 -1.956 -0.968 0.154 0.723 0.496 0.32
H 1.674 -2.245 -0.241 -0.629 0.989 -0.157 0.31
H 1.409 -0.791 -1.130 0.994 1.542 -1.582 0.42
H 1.394 -0.079 1.252 0.008 -0.180 -0.454 0.27
H 0.407 -1.425 1.766 -0.169 1.052 -1.855 0.25
H -1.280 -0.675 0.095 0.068 2.070 0.661 0.16
H -1.224 0.581 1.488 1.020 -0.619 -1.134 0.28
H 0.324 2.074 -0.013 -0.658 -0.921 -0.659 0.26
H 0.110 0.748 -1.369 -0.432 1.292 1.601 0.18
H -1.866 2.549 -0.403 0.080 -0.459 -0.399 0.31
```
Positions in Å, forces in eV/Å.

As for the charge: 0. The calculation puts the lowest unoccupied orbital energy at 0.03834 hartree. Its energy above the lowest of the compared OMol25 structures with the same formula, charge and spin is 27.3 kcal/mol. As for the spin multiplicity: 1. The value obtained for the highest occupied orbital energy is -0.3739 Eh. The structure (SMILES) is CCCCO.


[5]
Density functional theory data (ωB97M-V with the def2-TZVPD basis set) for 2 unconnected molecules or ions with the total composition C2H3I2N.

The geometry in XYZ format:
```
8
Properties=species:S:1:pos:R:3:forces:R:3:mulliken_charge:R:1
C -1.237 -0.794 -0.183 0.494 -0.263 0.279 0.03
C 1.892 0.630 0.086 0.535 -1.891 1.097 -0.67
N -1.502 -0.540 -1.296 -1.907 1.207 -2.585 -0.33
I -2.007 -0.150 1.817 -0.286 0.182 0.528 -0.01
I 2.251 -0.332 1.898 0.338 0.153 -0.273 0.08
H 1.181 1.348 0.289 -1.123 1.986 0.017 0.30
H 1.610 -0.100 -0.636 0.270 -0.264 -0.837 0.29
H -2.188 -0.061 -1.976 1.680 -1.110 1.773 0.32
```
Positions in Å, forces in eV/Å.

As for the charge: 0. The calculation puts the lowest unoccupied orbital energy (spin up / spin down) at -0.05181 / -0.02949 hartree. Its energy above the lowest of the compared OMol25 structures with the same formula, charge and spin is 88.0 kcal/mol. As for the spin multiplicity: 1. The value obtained for the highest occupied orbital energy (spin up / spin down) is -0.3179 / -0.3020 Eh.


[6]
Density functional theory data (ωB97M-V with the def2-TZVPD basis set) for a molecular structure, C14H48B2FeO14S2.

The geometry in XYZ format:
```
81
Properties=species:S:1:pos:R:3:forces:R:3:mulliken_charge:R:1
Fe -25.655 -17.903 -2.227 0.926 0.047 1.802 -0.09
S -27.121 -18.859 -0.184 0.804 2.160 0.692 1.44
O -26.314 -18.956 1.018 -0.332 -1.107 -0.015 -0.73
O -26.500 -19.558 -1.388 -0.364 -1.496 0.291 -0.62
O -28.538 -19.115 0.044 0.349 -0.517 -0.613 -0.69
O -26.909 -17.437 -0.721 -0.597 0.272 0.038 -0.71
S -23.686 -16.771 -0.728 -0.328 -0.885 0.111 1.23
O -23.953 -16.572 0.684 0.105 0.461 -0.117 -0.73
O -23.955 -18.220 -1.112 0.453 -0.380 0.198 -0.67
O -24.766 -16.182 -1.627 0.011 1.603 -0.196 -0.59
O -22.350 -16.332 -1.116 -0.129 0.077 -0.183 -0.77
B -27.361 -17.663 -3.689 -1.377 0.202 -0.543 3.63
H -26.812 -18.711 -3.651 0.105 -0.738 -0.231 -0.07
H -26.571 -16.810 -3.466 0.378 1.063 -0.009 -0.06
H -27.785 -17.447 -4.799 0.074 0.236 -0.233 -0.67
H -28.205 -17.626 -2.849 -0.451 0.043 -0.031 -0.87
B -24.120 -18.397 -4.015 0.679 -0.334 -0.736 0.38
H -24.460 -17.288 -3.754 0.050 0.806 -0.184 -0.08
H -24.461 -18.708 -5.135 -0.053 -0.149 -0.134 -0.39
H -22.935 -18.529 -3.870 0.127 0.002 0.049 -0.33
H -24.709 -19.128 -3.288 -0.195 -1.095 0.328 -0.09
C -25.512 -15.638 -6.167 -0.380 1.223 -0.597 -0.37
O -25.268 -16.947 -6.591 0.000 0.181 0.382 -0.60
H -25.574 -14.951 -7.031 0.168 -0.388 -0.189 0.38
H -26.488 -15.493 -5.685 0.110 -0.376 0.334 -0.07
H -24.729 -15.196 -5.539 -0.023 -0.398 0.225 0.34
H -25.045 -17.449 -5.768 0.016 -0.098 -0.498 0.14
C -28.249 -22.182 -3.427 -0.113 0.790 0.274 -0.35
O -29.420 -21.769 -4.129 -0.003 -0.468 -0.154 -0.57
H -28.459 -23.122 -2.915 0.044 -0.151 -0.223 0.30
H -27.402 -22.257 -4.114 0.059 -0.313 0.108 0.11
H -27.982 -21.448 -2.658 0.051 -0.018 -0.054 0.13
H -29.134 -21.109 -4.775 -0.059 0.339 0.009 0.35
C -29.335 -16.271 -7.683 -0.011 -0.222 -0.448 -1.00
C -29.970 -14.927 -7.966 0.130 -0.167 0.138 0.46
C -29.249 -13.764 -7.305 -0.409 0.256 -0.155 -0.82
O -30.056 -14.761 -9.393 -0.004 -0.008 -0.016 -0.57
H -29.199 -16.420 -6.613 0.016 -0.084 -0.018 0.11
H -28.375 -16.398 -8.188 0.103 0.274 0.148 0.36
H -29.979 -17.058 -8.083 -0.034 -0.047 0.189 0.33
H -30.992 -14.974 -7.565 0.014 0.120 0.021 0.17
H -28.290 -13.522 -7.764 0.087 -0.338 0.006 0.29
H -29.114 -13.981 -6.246 0.105 0.113 0.040 -0.14
H -29.871 -12.864 -7.395 0.058 0.011 0.134 0.48
H -30.496 -13.922 -9.560 0.027 0.030 0.025 0.31
C -28.493 -13.905 -2.865 0.028 -0.708 0.566 -0.99
C -27.406 -12.867 -2.809 0.090 -0.032 -0.494 0.51
C -26.341 -13.119 -3.861 -0.295 -0.206 -0.396 -0.63
O -28.060 -11.587 -3.001 0.199 0.078 0.080 -0.60
H -29.128 -13.817 -1.982 -0.161 0.011 -0.130 0.42
H -28.054 -14.906 -2.831 0.028 0.027 0.088 0.00
H -29.108 -13.869 -3.766 0.095 0.345 -0.057 0.19
H -26.909 -12.887 -1.834 -0.214 -0.017 0.102 0.19
H -26.797 -13.170 -4.856 -0.050 0.279 -0.011 0.14
H -25.898 -14.107 -3.723 0.214 0.145 0.343 -0.10
H -25.566 -12.348 -3.859 0.056 -0.072 0.036 0.39
H -27.380 -10.912 -2.926 0.035 0.027 -0.019 0.30
C -32.386 -19.859 -3.132 -0.258 -0.389 -0.021 -1.71
C -31.328 -18.775 -3.143 -0.142 0.194 0.803 2.07
C -31.975 -17.394 -3.125 -0.621 -0.036 -0.491 -1.28
O -30.600 -18.949 -1.935 -0.262 0.021 -0.538 -0.61
H -32.999 -19.906 -4.039 0.199 0.144 -0.103 0.37
H -33.080 -19.700 -2.298 0.143 0.035 0.074 0.40
H -31.898 -20.825 -2.991 -0.002 0.012 -0.059 0.34
H -30.673 -18.900 -4.008 0.037 0.066 -0.104 -0.65
H -31.249 -16.590 -3.059 0.178 0.039 -0.042 0.18
H -32.662 -17.317 -2.276 0.219 -0.072 0.147 0.33
H -32.609 -17.250 -4.014 0.244 0.085 -0.061 0.34
H -29.757 -18.482 -2.023 0.239 -0.190 0.385 0.01
C -26.501 -20.488 -6.683 0.706 -0.127 -1.038 -1.12
C -27.748 -19.693 -7.022 -0.303 -0.431 0.188 1.34
C -28.578 -20.446 -8.052 -0.218 0.153 -0.160 -1.88
O -28.583 -19.531 -5.882 0.035 0.023 -0.017 -0.46
H -25.786 -19.953 -6.060 -0.271 -0.051 0.329 0.06
H -25.964 -20.679 -7.627 -0.005 0.135 0.053 0.42
H -26.717 -21.490 -6.307 -0.246 0.192 0.376 0.24
H -27.452 -18.719 -7.428 -0.005 0.049 0.145 -0.01
H -28.745 -21.470 -7.705 0.094 -0.046 -0.129 0.40
H -28.086 -20.436 -9.028 0.117 -0.234 0.074 0.40
H -29.565 -20.001 -8.203 0.059 0.170 0.185 0.38
H -28.134 -18.910 -5.264 -0.149 -0.150 -0.070 -0.62
```
Positions in Å, forces in eV/Å.

As for the charge: -3. The calculation puts the lowest unoccupied orbital energy (spin up / spin down) at 0.19463 / 0.19463 hartree. As for the spin multiplicity: 6. The value obtained for the highest occupied orbital energy (spin up / spin down) is -0.0103 / -0.0053 Eh.


[7]
Density functional theory data (ωB97M-V with the def2-TZVPD basis set) for C20H25N5O3S in the gas phase.

The geometry in XYZ format:
```
54
Properties=species:S:1:pos:R:3:forces:R:3:mulliken_charge:R:1
C -5.580 -1.936 -1.024 0.185 0.146 0.381 -1.07
C -5.440 -1.065 0.222 -0.168 0.051 -0.133 -0.15
O -4.775 -1.679 1.307 -0.114 0.007 0.135 -0.43
C -3.458 -2.132 1.072 0.329 0.048 -0.142 -1.14
C -2.441 -1.018 0.823 -0.397 -0.121 0.298 0.67
C -2.275 -0.117 2.050 -0.169 -0.422 -0.176 -1.40
N -1.493 1.062 1.755 0.095 0.563 -0.203 -0.06
C -0.163 1.007 1.541 0.108 0.231 0.181 0.41
S 0.725 -0.363 1.836 0.422 -0.648 0.251 -0.36
N 0.484 2.121 1.131 -0.019 0.122 0.023 -0.11
C -0.101 3.386 0.760 -0.402 0.043 -0.202 -1.19
C -0.790 3.404 -0.615 0.322 -0.013 0.107 -0.35
C 0.095 2.844 -1.740 -0.214 0.272 0.071 -0.79
N -0.009 1.414 -1.856 -0.321 -0.193 -0.139 -0.11
C 0.960 0.539 -1.502 0.295 -0.175 0.060 0.29
N 2.093 1.007 -1.029 -0.221 0.226 -0.260 -0.46
C 3.067 0.155 -0.663 -0.009 -0.620 -0.078 -0.47
C 4.254 0.710 -0.130 0.440 -0.157 0.168 -1.07
C 5.230 -0.154 0.257 -0.254 -0.234 -0.117 0.93
C 5.090 -1.558 0.135 -0.265 0.164 -0.115 0.96
C 3.969 -2.126 -0.376 0.562 0.033 0.274 -1.46
C 2.927 -1.259 -0.783 -0.134 0.374 -0.068 1.23
C 1.713 -1.747 -1.290 -0.126 0.416 -0.071 -0.77
C 0.717 -0.868 -1.653 1.103 0.136 0.364 0.21
C -0.533 -1.298 -2.124 -0.574 -0.296 -0.247 0.28
N -1.580 -1.585 -2.503 -0.221 -0.035 -0.088 -0.63
O 6.231 -2.157 0.596 -0.367 -0.185 -0.189 -0.50
C 7.073 -1.118 1.035 1.205 -0.238 0.572 -0.27
O 6.450 0.125 0.793 -0.489 0.293 -0.221 -0.49
H -4.627 -2.054 -1.534 0.057 -0.046 -0.114 0.21
H -5.962 -2.917 -0.752 -0.059 -0.112 -0.008 0.30
H -6.279 -1.465 -1.711 -0.061 0.041 -0.104 0.40
H -4.952 -0.116 -0.047 -0.067 -0.042 0.047 0.20
H -6.430 -0.833 0.625 0.099 0.073 -0.107 0.38
H -3.191 -2.673 1.983 0.048 -0.061 -0.099 0.41
H -3.432 -2.834 0.230 -0.002 -0.014 0.095 0.38
H -2.750 -0.421 -0.038 0.040 0.025 -0.059 0.07
H -1.481 -1.475 0.584 -0.013 0.044 -0.035 0.17
H -3.252 0.201 2.417 0.057 0.031 0.011 0.48
H -1.763 -0.676 2.837 -0.117 0.082 0.000 0.34
H -1.997 1.873 1.431 0.037 -0.010 0.037 0.30
H 1.424 1.941 0.799 -0.162 -0.045 0.122 0.23
H 0.713 4.114 0.750 -0.087 -0.003 0.069 0.45
H -0.813 3.696 1.532 0.113 0.086 -0.005 0.38
H -1.052 4.438 -0.842 -0.078 0.044 -0.006 0.43
H -1.718 2.826 -0.590 -0.072 0.054 -0.031 0.22
H -0.207 3.292 -2.692 0.119 -0.012 0.086 0.44
H 1.145 3.077 -1.555 -0.082 0.080 -0.119 0.32
H -0.882 1.031 -2.186 0.073 0.006 0.007 0.24
H 4.359 1.777 -0.036 -0.002 0.149 -0.002 0.50
H 3.858 -3.194 -0.461 0.017 -0.167 -0.004 0.47
H 1.554 -2.813 -1.375 -0.036 -0.070 -0.022 0.47
H 8.029 -1.161 0.490 -0.283 0.032 0.060 0.25
H 7.266 -1.228 2.115 -0.141 0.047 -0.253 0.26
```
Positions in Å, forces in eV/Å.

As for the charge: 0. The calculation puts the lowest unoccupied orbital energy at 0.00065 hartree. Its energy above the lowest of the compared OMol25 structures with the same formula, charge and spin is 39.5 kcal/mol. As for the spin multiplicity: 1. The value obtained for the highest occupied orbital energy is -0.2847 Eh. The structure (SMILES) is CCOCCCNC(=S)NCCCNc1nc2cc3c(cc2cc1C#N)OCO3.


[8]
Density functional theory data (ωB97M-V with the def2-TZVPD basis set) for 2 unconnected molecules or ions with the total composition C4H6N2O.

The geometry in XYZ format:
```
13
Properties=species:S:1:pos:R:3:forces:R:3:mulliken_charge:R:1
N 1.425 1.896 -0.660 -0.370 -0.972 0.300 -0.38
C 1.216 0.873 -0.165 0.448 0.954 -0.315 0.23
C 1.161 -0.390 0.578 0.165 0.020 0.080 -0.44
C 0.328 -1.484 -0.073 0.367 0.031 -0.063 -0.31
O -1.062 -1.224 0.055 -0.095 -0.193 0.379 -0.33
C -1.566 -0.088 -0.282 -1.739 -0.823 -0.657 0.49
N -2.386 0.665 -0.596 0.103 -1.436 -0.147 -0.45
H 0.795 -0.166 1.586 0.046 -0.181 -0.126 0.26
H 2.198 -0.723 0.657 -0.055 -0.119 0.102 0.34
H 0.567 -1.599 -1.134 0.070 0.020 0.093 0.33
H 0.436 -2.447 0.433 0.248 0.262 -0.069 0.27
H -1.876 2.199 -0.339 0.891 1.482 0.453 0.13
H -1.236 2.489 -0.059 -0.079 0.955 -0.031 -0.13
```
Positions in Å, forces in eV/Å.

As for the charge: 0. The calculation puts the lowest unoccupied orbital energy at 0.00601 hartree. Its energy above the lowest of the compared OMol25 structures with the same formula, charge and spin is 97.0 kcal/mol. As for the spin multiplicity: 1. The value obtained for the highest occupied orbital energy is -0.3738 Eh. The structure (SMILES) is N#CCCOC#N.[H][H].